A gas-phase ion, C4H2IN2 (charge +1) at a distorted geometry. Source: the OMol25 dataset; level of theory: the ωB97M-V functional and the def2-TZVPD basis.

Element x y z (Å)
I: -2.98330 -0.68398 -0.94812
N: 0.85216 -0.78256 0.04553
N: -0.35638 2.12486 1.29988
C: 0.82798 -0.07092 1.07897
C: 0.25551 -0.49524 -1.17493
C: 0.21664 1.16103 1.10019
C: -1.03769 -0.43058 -1.25762
H: 1.37569 -0.53932 1.88905
H: 0.84939 -0.28328 -2.03295

Calculated values
Net charge   +1
Energy relative to the best compared isomer or geometry (same formula, charge and spin)   1.4660 eV